Entry 1:
# C51H57N3O9SSeW

A molecular structure, C51H57N3O9SSeW in a non-equilibrium geometry (ωB97M-V with the def2-TZVPD basis set, the OMol25 dataset).

Last column: Löwdin charge in e.
Atoms and positions in Å:
W (0.2828, -0.1766, 0.0370)  1.937
C (-5.9980, 3.1373, -3.0574)  -0.043
C (-4.6916, 3.7306, -3.5998)  -0.556
C (-4.7792, 3.7728, -5.1249)  -0.063
C (-4.5348, 5.1667, -3.0855)  -0.045
C (-3.5199, 2.8886, -3.1069)  -0.161
C (-3.2816, 2.7510, -1.7518)  -0.057
C (-2.2393, 1.9523, -1.3135)  -0.385
Se (-1.8572, 1.8501, 0.5180)  1.325
C (-2.9881, 0.4408, 1.0746)  -0.359
C (-4.2049, 0.7289, 1.6607)  -0.051
C (-4.9980, -0.2996, 2.1599)  -0.160
C (-4.4881, -1.5846, 2.0869)  0.037
C (-3.2461, -1.9298, 1.5377)  -0.052
C (-2.5129, -0.8719, 0.9831)  -0.251
O (-1.3456, -1.0746, 0.3210)  -0.259
C (-2.7568, -3.3730, 1.7099)  -0.514
C (-3.9427, -4.3468, 1.7675)  -0.061
C (-1.8255, -3.8664, 0.6020)  -0.036
C (-2.0096, -3.4348, 3.0495)  -0.026
C (-6.3690, 0.0208, 2.7523)  -0.557
C (-6.2198, 1.0828, 3.8500)  -0.047
C (-7.0349, -1.2087, 3.3660)  -0.065
C (-7.2731, 0.5645, 1.6409)  -0.043
C (-1.3685, 1.2877, -2.1765)  -0.250
O (-0.3665, 0.5262, -1.6431)  -0.344
C (-1.5542, 1.4477, -3.5721)  -0.046
C (-2.6396, 2.2354, -3.9601)  0.040
C (-0.6606, 0.8690, -4.6773)  -0.523
C (-1.1807, 1.1762, -6.0862)  -0.070
C (0.7315, 1.4840, -4.5589)  -0.045
C (-0.5579, -0.6477, -4.5560)  -0.030
H (-6.8483, 3.7318, -3.3950)  0.085
H (-6.0115, 3.1229, -1.9678)  0.075
H (-6.1357, 2.1137, -3.4061)  0.092
H (-5.6357, 4.3800, -5.4191)  0.085
H (-4.9173, 2.7795, -5.5526)  0.089
H (-3.8892, 4.2163, -5.5726)  0.089
H (-5.3555, 5.7878, -3.4478)  0.085
H (-3.5971, 5.6034, -3.4303)  0.092
H (-4.5434, 5.2079, -1.9968)  0.077
H (-3.9097, 3.2452, -1.0227)  0.105
H (-4.5346, 1.7578, 1.7163)  0.104
H (-5.0786, -2.3829, 2.5036)  0.085
H (-4.5935, -4.2405, 0.8991)  0.096
H (-4.5462, -4.2356, 2.6680)  0.074
H (-3.5550, -5.3657, 1.7722)  0.084
H (-2.2638, -3.7397, -0.3867)  0.090
H (-1.6412, -4.9306, 0.7624)  0.091
H (-0.8686, -3.3585, 0.6214)  0.059
H (-2.6564, -3.1105, 3.8683)  0.087
H (-1.1198, -2.8087, 3.0273)  0.067
H (-1.6988, -4.4626, 3.2482)  0.091
H (-5.5259, 0.7501, 4.6224)  0.091
H (-7.1858, 1.2778, 4.3191)  0.085
H (-5.8521, 2.0281, 3.4540)  0.074
H (-6.4266, -1.6440, 4.1593)  0.090
H (-7.2276, -1.9815, 2.6214)  0.088
H (-7.9945, -0.9242, 3.7995)  0.085
H (-6.8671, 1.4822, 1.2149)  0.077
H (-8.2661, 0.7881, 2.0339)  0.085
H (-7.3792, -0.1609, 0.8341)  0.092
H (-2.8008, 2.3564, -5.0166)  0.077
H (-1.1871, 2.2432, -6.3136)  0.087
H (-2.1793, 0.7735, -6.2615)  0.089
H (-0.5070, 0.6973, -6.7981)  0.087
H (0.6882, 2.5743, -4.5375)  0.098
H (1.3390, 1.1829, -5.4149)  0.091
H (1.2262, 1.1376, -3.6618)  0.012
H (-1.5216, -1.1254, -4.7406)  0.102
H (-0.2285, -0.9421, -3.5712)  0.046
H (0.1584, -1.0276, -5.2872)  0.095
N (3.3070, 2.2630, -2.6139)  0.081
C (2.5084, 1.7251, -1.6501)  -0.839
S (2.3396, 0.0270, -1.5704)  0.850
N (1.9013, 2.5546, -0.8575)  0.009
N (1.2251, 1.9069, 0.1920)  -0.139
C (1.2232, 2.6574, 1.2422)  -0.086
C (0.6469, 2.4155, 2.5363)  -0.181
C (0.7318, 3.4224, 3.5091)  -0.028
C (0.2016, 3.2340, 4.7640)  -0.081
C (-0.4272, 2.0204, 5.0629)  -0.062
C (-0.5236, 1.0160, 4.1269)  0.017
C (0.0203, 1.2065, 2.8468)  -0.353
O (-0.0894, 0.2203, 1.9785)  -0.292
H (3.9285, 1.6551, -3.1156)  0.088
H (3.5976, 3.2160, -2.4742)  0.099
H (1.7406, 3.6068, 1.1116)  0.137
H (1.2223, 4.3526, 3.2540)  0.115
H (0.2702, 4.0122, 5.5093)  0.101
H (-0.8471, 1.8641, 6.0479)  0.107
H (-1.0061, 0.0728, 4.3427)  0.127
O (-0.9998, -2.4775, -2.0653)  0.086
C (0.1706, -2.5634, -1.7953)  -0.533
O (0.7709, -1.9310, -0.7691)  -0.316
C (1.1525, -3.3704, -2.5887)  -0.128
C (2.5001, -3.4253, -2.2555)  -0.029
C (3.3731, -4.1673, -3.0361)  -0.071
C (2.9003, -4.8518, -4.1461)  -0.086
C (1.5536, -4.7985, -4.4790)  -0.076
C (0.6785, -4.0594, -3.7012)  -0.017
H (2.8574, -2.8867, -1.3901)  0.101
H (4.4224, -4.2098, -2.7786)  0.103
H (3.5832, -5.4310, -4.7536)  0.101
H (1.1877, -5.3333, -5.3454)  0.102
H (-0.3726, -3.9969, -3.9433)  0.119
O (0.9560, -2.0871, 1.8676)  0.029
C (1.8557, -1.2662, 2.0206)  -0.566
O (2.1198, -0.4378, 1.0460)  -0.249
C (2.5480, -1.1045, 3.3176)  -0.125
C (3.5224, -0.1291, 3.4759)  -0.005
C (4.1205, 0.1035, 4.7167)  0.027
C (3.6853, -0.6774, 5.7587)  -0.210
O (4.1073, -0.6501, 7.0561)  0.035
C (3.2886, -1.5898, 7.7548)  -0.129
O (2.4869, -2.2767, 6.8008)  0.034
C (2.7103, -1.6527, 5.6013)  -0.195
C (2.1159, -1.8978, 4.3949)  0.091
H (3.8056, 0.4628, 2.6168)  0.121
H (4.8787, 0.8577, 4.8566)  0.120
H (2.6409, -1.0484, 8.4534)  0.137
H (3.9310, -2.3071, 8.2702)  0.138
H (1.3504, -2.6451, 4.2555)  0.132

Cartesian forces (eV/Å) of the 6 atoms listed first:
1.1 1.5 0.2
0.0 0.0 0.0
0.0 0.0 0.0
0.0 0.0 0.0
0.0 0.0 0.0
0.1 0.0 0.1

Computed properties:
spin multiplicity	1
orbital gap	6.83	eV
DFT total energy	-5685.872136	Ha
highest occupied orbital energy	-7.9	eV
total charge	0

Entry 2:
# C34H70F3N3O14

8 unconnected molecules or ions with the total composition C34H70F3N3O14 in a non-equilibrium geometry (ωB97M-V with the def2-TZVPD basis set, the OMol25 dataset).

Last column: Löwdin spin population.
Atoms and positions in Å:
C (6.9490, 5.8390, -24.0528)  0.000
C (5.5252, 5.9529, -23.7654)  0.000
N (4.3755, 6.0708, -23.5743)  0.000
H (7.4042, 6.7940, -23.7903)  0.000
H (6.9524, 5.5470, -25.1029)  0.000
H (7.3094, 5.0802, -23.3582)  0.000
C (12.4186, 0.4658, -20.3565)  0.000
C (12.7255, -0.5223, -21.4444)  0.000
N (12.9598, -1.3136, -22.2783)  0.000
H (11.6894, -0.1030, -19.7796)  0.000
H (12.0385, 1.4261, -20.7049)  0.000
H (13.3349, 0.5341, -19.7701)  0.000
C (8.8372, 9.3585, -25.5338)  0.000
C (10.1018, 8.6881, -25.7541)  0.000
N (11.1166, 8.1126, -25.7947)  0.000
H (8.7388, 9.4641, -24.4534)  0.000
H (8.0641, 8.6930, -25.9179)  0.000
H (8.7564, 10.3848, -25.8918)  0.000
C (13.2102, 0.8493, -16.5290)  0.000
O (12.7620, 1.6524, -17.6232)  0.000
C (12.0248, 2.8174, -17.2222)  0.000
C (11.5801, 3.7104, -18.3732)  0.000
O (12.7263, 4.3937, -19.0368)  0.000
C (13.0113, 5.6911, -18.5189)  0.000
C (14.2890, 6.2938, -19.2071)  0.000
O (14.4308, 7.5791, -18.5730)  0.000
C (15.7592, 8.0836, -18.6590)  0.000
H (13.6913, -0.0055, -17.0044)  0.000
H (12.3498, 0.4831, -15.9690)  0.000
H (14.0273, 1.4069, -16.0713)  0.000
H (12.6892, 3.3618, -16.5512)  0.000
H (11.1906, 2.5667, -16.5668)  0.000
H (10.8580, 4.4377, -18.0022)  0.000
H (10.9840, 3.2303, -19.1493)  0.000
H (13.0392, 5.7783, -17.4328)  0.000
H (12.1780, 6.3322, -18.8065)  0.000
H (13.9729, 6.3119, -20.2501)  0.000
H (15.2281, 5.7406, -19.2208)  0.000
H (15.9751, 8.4846, -19.6492)  0.000
H (16.4221, 7.3705, -18.1688)  0.000
H (15.7796, 9.0269, -18.1132)  0.000
C (17.0830, 6.6139, -27.8979)  0.000
O (16.3035, 5.6013, -27.3299)  0.001
C (15.0641, 5.9598, -26.7092)  0.001
C (13.8185, 5.4881, -27.5092)  0.025
O (13.9066, 4.1049, -27.8044)  0.246
C (12.9620, 3.6086, -28.7127)  0.085
C (12.3716, 2.1333, -28.4524)  0.051
O (11.6581, 2.0741, -27.1391)  0.395
C (12.4039, 1.3842, -26.1412)  0.065
H (17.4161, 7.3799, -27.1977)  0.000
H (16.5706, 7.0803, -28.7394)  0.000
H (17.9615, 6.2144, -28.4047)  0.000
H (14.9961, 7.0068, -26.4142)  0.000
H (14.9906, 5.3601, -25.8020)  0.000
H (13.8384, 5.9750, -28.4842)  0.011
H (12.9194, 5.7174, -26.9372)  0.010
H (13.3754, 3.7302, -29.7139)  0.037
H (12.1082, 4.2721, -28.8502)  0.004
H (13.0952, 1.3469, -28.6672)  0.002
H (11.5486, 2.1161, -29.1668)  0.014
H (12.1289, 1.5686, -25.1027)  0.000
H (13.4297, 1.7464, -26.2105)  0.029
H (12.5176, 0.3515, -26.4709)  0.026
C (12.1486, 9.6016, -18.4810)  0.000
O (11.1561, 10.5679, -18.7982)  0.000
C (11.3461, 11.2295, -20.0334)  0.000
C (9.9513, 11.4356, -20.6863)  0.000
O (10.2811, 12.2618, -21.8347)  0.000
C (9.2050, 12.9983, -22.4631)  0.000
C (7.9880, 12.2791, -23.0788)  0.000
O (7.4232, 11.3479, -22.1141)  0.000
C (6.2320, 10.7893, -22.4831)  0.000
H (13.1194, 10.0513, -18.2723)  0.000
H (12.1428, 8.7671, -19.1821)  0.000
H (11.8945, 9.2710, -17.4739)  0.000
H (12.0831, 10.6926, -20.6305)  0.000
H (11.8540, 12.1891, -19.9371)  0.000
H (9.4301, 12.0562, -19.9574)  0.000
H (9.4654, 10.5032, -20.9737)  0.000
H (9.7414, 13.6745, -23.1288)  0.000
H (8.8605, 13.6858, -21.6906)  0.000
H (8.4178, 11.8027, -23.9600)  0.000
H (7.2489, 12.9712, -23.4824)  0.000
H (6.3276, 10.1649, -23.3714)  0.000
H (5.4759, 11.5570, -22.6468)  0.000
H (5.9792, 10.1721, -21.6210)  0.000
C (24.5314, 8.2743, -20.3453)  0.000
O (23.4046, 8.9718, -19.9509)  0.000
C (23.1531, 10.2995, -20.4363)  0.000
C (21.9350, 10.9002, -19.6988)  0.000
O (20.6321, 10.4005, -20.0678)  0.000
C (19.4589, 11.2397, -19.7566)  0.000
C (18.1957, 10.3420, -19.5399)  0.000
O (17.6083, 9.5825, -20.6370)  0.000
C (17.0820, 10.4004, -21.6400)  0.000
H (25.4041, 8.6680, -19.8244)  0.000
H (24.6645, 8.2550, -21.4270)  0.000
H (24.2852, 7.2807, -19.9708)  0.000
H (22.7842, 10.3171, -21.4618)  0.000
H (24.0410, 10.9228, -20.5426)  0.000
H (21.8732, 11.9444, -20.0053)  0.000
H (22.1107, 10.7920, -18.6285)  0.000
H (19.2988, 11.7527, -20.7049)  0.000
H (19.6298, 12.0493, -19.0470)  0.000
H (17.4281, 11.0266, -19.1788)  0.000
H (18.3590, 9.6230, -18.7371)  0.000
H (16.3624, 11.1259, -21.2604)  0.000
H (16.5927, 9.7390, -22.3550)  0.000
H (17.9101, 10.8893, -22.1532)  0.000
C (14.1727, 7.2718, -23.1583)  0.000
C (12.7051, 7.1510, -22.8271)  0.000
O (12.3727, 5.7382, -22.8886)  0.000
C (11.1208, 5.3087, -22.9214)  0.000
O (10.1221, 6.0922, -22.8588)  0.000
C (10.9274, 3.7738, -22.8955)  0.000
F (12.1030, 3.0316, -22.9952)  0.000
F (10.2303, 3.3966, -21.7971)  0.000
F (10.2460, 3.4422, -23.9823)  0.000
H (14.5395, 8.2982, -23.1602)  0.000
H (14.3728, 6.8776, -24.1547)  0.000
H (14.9345, 6.7576, -22.5723)  0.000
H (12.1192, 7.6813, -23.5778)  0.000
H (12.4282, 7.5430, -21.8484)  0.000

Cartesian forces (eV/Å) of the 6 atoms listed first:
-1.1 -0.1 0.6
-3.3 0.6 0.6
2.8 -0.3 -0.4
0.3 -0.1 -0.4
0.9 0.1 0.1
0.5 -0.1 -0.4

Computed properties:
spin multiplicity	2
orbital gap (spin up / spin down)	8.52 / 2.23	eV
DFT total energy	-2853.965419	Ha
highest occupied orbital energy (spin up / spin down)	-10.8 / -10.8	eV
<S²>	0.76
total charge	+1